No. 1
ORCA calculation (ωB97M-V/def2-TZVPD) on 6 unconnected molecules or ions with the total composition C6H25NO5.

## Properties
* LUMO: 0.4 eV
* structure (SMILES): CCCCNCC.O.O.O.O.O
* maximum force: 6.249 eV Å⁻¹
* energy above the lowest of the compared OMol25 structures with the same formula, charge and spin: 85.46 kcal/mol

The geometry in ORCA input format:
```
! wB97M-V def2-TZVPD RIJCOSX def2/J DEFGRID3
* xyz 0 1
C 1.577 -1.876 -2.885
C 0.840 -1.354 -1.608
C 1.333 0.099 -1.405
C 0.319 1.178 -1.944
N -0.594 1.371 -0.812
C -1.943 2.067 -1.166
C -3.129 1.394 -0.344
H 2.569 -1.642 -2.852
H 1.618 -2.933 -2.925
H 1.123 -1.575 -3.831
H -0.187 -1.530 -1.483
H 1.253 -2.008 -0.846
H 1.653 0.259 -0.305
H 2.371 0.424 -1.973
H -0.252 0.568 -2.703
H 0.616 2.064 -2.514
H -0.888 0.324 -0.554
H -1.834 3.151 -0.885
H -2.237 1.927 -2.191
H -4.122 1.861 -0.432
H -2.727 1.134 0.675
H -3.444 0.377 -0.752
O -1.875 -1.524 0.865
H -2.274 -1.065 1.603
H -1.723 -2.360 1.185
O 1.737 -3.000 2.912
H 1.477 -3.612 2.239
H 1.761 -2.162 2.560
O 2.338 0.108 2.253
H 2.552 1.009 2.604
H 2.601 0.070 1.414
O 1.118 2.381 2.065
H 0.634 2.312 1.252
H 0.396 2.659 2.703
O -1.177 -0.211 3.235
H -0.234 -0.479 3.255
H -1.246 0.594 3.590
*
```



No. 2
ORCA calculation (ωB97M-V/def2-TZVPD) on a molecular structure, C17H34NOsPSi.

## Properties
* LUMO (spin up / spin down): -5.8 / -8.7 eV
* maximum force: 4.229 eV Å⁻¹

The geometry in ORCA input format:
```
! wB97M-V def2-TZVPD RIJCOSX def2/J DEFGRID3
* xyz 2 5
C 0.883 3.084 -4.028
C -0.396 2.916 -3.501
C -0.634 1.998 -2.480
C 0.443 1.273 -1.919
C 1.717 1.390 -2.522
C 1.936 2.309 -3.546
C -2.039 1.831 -1.980
C -2.282 0.457 -1.363
N -1.930 -0.623 -2.352
Os 0.334 0.465 -0.059
C 2.864 0.573 -2.005
P 2.240 -0.522 -0.637
H -1.238 3.502 -3.877
H 2.952 2.394 -3.942
H 1.066 3.802 -4.826
H 3.677 1.191 -1.591
H 3.303 -0.068 -2.786
H -2.277 2.599 -1.225
H -2.754 1.989 -2.805
H -1.731 0.235 -0.413
C 3.694 -0.809 0.413
C 2.034 -2.097 -1.540
H -3.342 0.300 -1.127
C -3.032 -0.803 -3.356
C -1.601 -1.916 -1.683
H 1.647 0.781 0.954
H -2.709 -1.581 -4.056
H -3.958 -1.114 -2.851
H -3.186 0.147 -3.890
H -1.379 -2.659 -2.458
H -0.723 -1.771 -1.027
H -2.471 -2.222 -1.088
H 2.952 -2.338 -2.093
H 1.832 -2.877 -0.796
H 1.198 -2.041 -2.250
H 4.621 -0.590 -0.134
H 3.631 -0.157 1.292
H 3.681 -1.856 0.738
H -1.178 -0.375 -3.021
C -1.987 2.155 3.280
Si -0.336 1.574 2.591
C 1.018 2.330 3.648
C -0.265 -0.304 2.604
C -0.111 2.224 0.819
H -1.903 2.284 4.368
H -2.792 1.438 3.074
H -2.258 3.125 2.842
H 0.719 2.303 4.704
H 1.975 1.805 3.537
H 1.164 3.380 3.362
H -1.274 -0.699 2.769
H 0.149 -0.798 1.683
H 0.397 -0.591 3.433
H -0.966 2.799 0.418
H 0.787 2.875 0.743
*
```



No. 3
ORCA calculation (ωB97M-V/def2-TZVPD) on a molecular structure, C4H7LiO2Sc.

## Properties
* LUMO (spin up / spin down): -8.8 / -9.3 eV
* maximum force: 3.656 eV Å⁻¹

The geometry in ORCA input format:
```
! wB97M-V def2-TZVPD RIJCOSX def2/J DEFGRID3
* xyz 2 2
H -1.657 -1.201 0.547
C 0.026 0.949 0.115
C -0.568 -0.185 0.925
C 0.669 -0.977 0.752
C 1.235 -1.142 -0.619
O 0.441 -0.335 -1.407
O -0.712 1.665 -0.689
Li -2.001 2.815 -1.358
Sc -0.769 0.706 -2.544
H 0.781 1.554 0.644
H -0.539 0.072 2.494
H -1.568 0.154 1.207
H 1.323 -1.169 1.604
H 1.085 -2.185 -0.960
H 2.256 -0.721 -0.712
*
```



No. 4
ORCA calculation (ωB97M-V/def2-TZVPD) on a single C25H24N4O4 molecule.

## Properties
* LUMO: -0.7 eV
* structure (SMILES): C[C@@H]1Cc2cc(/C(O)=C3/C(=O)C(=O)N(CCCn4ccnc4)[C@H]3c3ccncc3)ccc2O1
* maximum force: 0.845 eV Å⁻¹
* energy above the lowest of the compared OMol25 structures with the same formula, charge and spin: 30.36 kcal/mol

The geometry in ORCA input format:
```
! wB97M-V def2-TZVPD RIJCOSX def2/J DEFGRID3
* xyz 0 1
C -4.210 -3.171 -0.458
C -4.901 -1.817 -0.581
C -4.097 -0.822 -1.447
C -3.566 0.127 -0.415
C -2.657 1.150 -0.507
C -2.334 1.869 0.650
C -1.281 2.884 0.675
O -1.484 3.893 1.505
C -0.087 2.781 -0.001
C 0.996 3.672 0.305
O 0.944 4.666 1.025
C 2.229 3.116 -0.379
O 3.356 3.555 -0.380
N 1.830 1.984 -1.016
C 2.717 1.255 -1.887
C 3.250 -0.044 -1.278
C 3.916 0.199 0.080
N 4.459 -1.021 0.609
C 3.747 -2.049 1.163
C 4.657 -3.021 1.461
N 5.902 -2.617 1.099
C 5.751 -1.426 0.592
C 0.411 1.690 -0.914
C 0.150 0.300 -0.378
C 0.305 0.007 0.971
C 0.014 -1.276 1.409
N -0.393 -2.244 0.607
C -0.512 -1.974 -0.681
C -0.258 -0.725 -1.223
C -2.983 1.576 1.852
C -3.898 0.546 1.950
C -4.167 -0.191 0.808
O -5.010 -1.233 0.729
H -3.204 -3.040 -0.065
H -4.158 -3.653 -1.431
H -4.767 -3.809 0.222
H -5.924 -1.953 -0.948
H -3.298 -1.326 -1.991
H -4.732 -0.304 -2.169
H -2.230 1.419 -1.459
H -0.665 4.464 1.531
H 2.198 1.036 -2.827
H 3.556 1.927 -2.090
H 3.982 -0.471 -1.967
H 2.443 -0.770 -1.157
H 4.721 0.930 -0.024
H 3.180 0.596 0.786
H 2.685 -1.999 1.299
H 4.497 -3.979 1.912
H 6.545 -0.815 0.210
H -0.032 1.769 -1.920
H 0.630 0.764 1.668
H 0.105 -1.542 2.454
H -0.826 -2.801 -1.305
H -0.380 -0.553 -2.282
H -2.737 2.159 2.726
H -4.384 0.310 2.882
*
```



No. 5
ORCA calculation (ωB97M-V/def2-TZVPD) on a single C4H9NO3 molecule.

## Properties
* LUMO: -3.6 eV
* maximum force: 3.716 eV Å⁻¹
* energy above the lowest of the compared OMol25 structures with the same formula, charge and spin: 170.18 kcal/mol

The geometry in ORCA input format:
```
! wB97M-V def2-TZVPD RIJCOSX def2/J DEFGRID3
* xyz 0 1
O -2.119 0.934 -0.399
C -1.664 -0.400 -0.370
O -2.103 -1.116 0.524
C 0.027 -0.204 -0.274
C 0.531 0.426 0.916
C 2.138 -0.109 1.114
O 2.738 -0.123 -0.038
N 0.508 0.517 -1.384
H -1.722 -0.869 -1.370
H 0.404 -1.223 -0.354
H -0.024 0.254 1.831
H 0.578 1.501 0.806
H 2.589 0.677 1.734
H 2.011 -1.075 1.580
H -3.083 0.891 -0.406
H 0.009 0.277 -2.233
H 1.540 0.513 -1.427
*
```